{
  "formula": "C3H4ClN3",
  "method": "ωB97M-V with the def2-TZVPD basis set",
  "symbols": ["Cl", "C", "H", "N", "N", "H", "C", "C", "N", "H", "H"],
  "coordinates": [[-1.808, 1.802, 0.798], [0.257, 0.253, 1.726], [0.211, 0.475, 2.716], [1.050, -0.695, 0.018], [1.310, -0.580, 1.334], [-0.010, 0.127, -2.555], [-0.492, 0.740, 0.643], [-0.006, 0.051, -0.414], [-0.461, -0.373, -1.688], [-1.675, -0.638, -1.978], [1.624, -1.160, -0.602]],
  "forces_ev_per_a": [[-0.35, 0.13, -0.29], [3.16, -1.63, -2.30], [-0.36, 0.79, 2.55], [-1.29, 1.61, 1.97], [-2.96, 1.91, -0.24], [-1.48, -1.12, 2.43], [0.12, -0.60, 1.57], [-0.24, -1.97, -2.36], [-3.12, 0.68, -4.01], [5.19, 1.59, 1.82], [1.34, -1.39, -1.14]],
  "total_charge": 0,
  "gap_ev": 9.47
}